Entry 1:
Density functional theory data (ωB97M-V/def2-TZVPD) for a structure of composition C4H4OV at a distorted geometry.

The value obtained for the LUMO energy (alpha / beta) is -5.1002 / -4.7521 eV. The frontier orbital gap (alpha / beta) is 6.905 / 7.571 eV. Its net charge is +1. Its multiplicity is 5. The expectation value of S² is 6.002.

Last column: Löwdin spin population.
CARTESIAN COORDINATES (ANGSTROEM)
H: -1.1248 -0.2665 0.8872  0.0041
C: -1.2993 -0.8227 -1.3366  0.0063
C: -0.2127 -0.0915 -0.9707  0.0017
C: -0.1751 0.2793 0.4393  0.0154
C: 0.8664 0.4006 1.2107  0.0359
O: 1.8073 0.5767 1.8990  0.0498
V: 3.1078 1.7674 2.7299  3.8859
H: -1.4984 -1.7835 -0.8569  0.0004
H: -1.7129 -0.6782 -2.3363  0.0003
H: 0.2420 0.6182 -1.6655  0.0000

***

Entry 2:
Density functional theory data (ωB97M-V/def2-TZVPD) for a cluster of 2 separate species, C4H4PS in total at a distorted geometry.

The value obtained for the LUMO energy is 3.7227 eV. The frontier orbital gap is 6.819 eV. Its net charge is -1. Its multiplicity is 1.

Last column: Löwdin charge in e.
CARTESIAN COORDINATES (ANGSTROEM)
C: 0.9816 0.6232 -0.3752  -0.2255
C: -0.4151 0.9996 -0.0893  -0.2976
C: 1.2592 -0.6899 -0.1624  -0.3892
C: -1.1590 -0.0290 0.2240  -0.5759
P: -0.3030 -1.6277 0.0623  0.8160
S: -3.7393 0.2402 0.0493  -0.4117
H: 1.6059 1.4071 -0.3927  0.0332
H: -0.6542 2.0256 -0.3922  0.0848
H: 2.2167 -1.1627 -0.3131  0.0273
H: 0.2071 -1.7864 1.3892  -0.0614

***

Entry 3:
Density functional theory data (ωB97M-V/def2-TZVPD) for the molecule C4H4S at a distorted geometry.

The value obtained for the LUMO energy is -0.8745 eV. The frontier orbital gap is 8.150 eV. Its net charge is 0. Its SMILES is CC#CC=S. Its multiplicity is 1.

Last column: Löwdin charge in e.
CARTESIAN COORDINATES (ANGSTROEM)
C: -3.0846 -0.3680 -0.0373  -0.0983
C: -1.7219 0.1989 0.1100  -0.0959
C: -0.5614 0.4348 0.0034  -0.0743
C: 0.9471 0.6773 -0.0305  -0.6323
H: -3.6388 -0.6888 0.8912  0.0908
H: -3.0639 -1.1937 -0.7224  0.0648
H: -3.6949 0.5231 -0.4367  0.1009
H: 1.1953 1.7093 -0.0578  0.0098
S: 2.2329 -0.3755 0.0033  0.6344

***

Entry 4:
Density functional theory data (ωB97M-V/def2-TZVPD) for the molecule C4H4S at a distorted geometry.

The value obtained for the LUMO energy is -0.2491 eV. The frontier orbital gap is 8.527 eV. Its net charge is 0. Its SMILES is C#CCC=S. Its multiplicity is 1.

Last column: Löwdin charge in e.
CARTESIAN COORDINATES (ANGSTROEM)
C: 0.2279 0.8836 -1.1098  -0.7615
C: 0.7743 0.1495 0.3015  -0.2565
C: -0.2097 -0.8190 0.8465  -0.1993
C: -1.3017 -1.4183 0.9549  0.0508
H: -0.9324 0.9469 -1.3015  0.0727
H: 1.8429 -0.3289 -0.0474  0.1398
H: 0.7001 1.1876 0.9787  0.1614
H: -2.0902 -1.5862 1.8188  0.0820
S: 0.9888 0.9848 -2.4417  0.7105

***

Entry 5:
Density functional theory data (ωB97M-V/def2-TZVPD) for a cluster of 2 separate species, C4H4S in total at a distorted geometry.

The value obtained for the LUMO energy is 0.6965 eV. The frontier orbital gap is 9.677 eV. Its net charge is 0. Its SMILES is C#CS.C#C. Its multiplicity is 1.

Last column: Löwdin charge in e.
CARTESIAN COORDINATES (ANGSTROEM)
C: 0.3661 1.3177 -0.6825  0.0015
C: 1.1120 0.5021 -0.2661  -0.6467
C: -1.6810 -0.8356 -0.5427  -0.0068
C: -1.0970 -1.0478 0.4781  -0.0368
S: 2.3518 -0.5093 0.4034  0.7391
H: -0.4757 1.9053 -0.9307  0.0338
H: -2.0046 -0.5082 -1.5041  0.0314
H: 2.3464 0.1629 1.5461  -0.1357
H: -0.9181 -0.9871 1.4984  0.0201

***

Entry 6:
Density functional theory data (ωB97M-V/def2-TZVPD) for the molecule C4H4S at a distorted geometry.

The value obtained for the LUMO energy (alpha / beta) is 0.8781 / -2.7321 eV. The frontier orbital gap (alpha / beta) is 6.558 / 6.872 eV. Its net charge is 0. Its multiplicity is 3. The expectation value of S² is 2.009.

Last column: Löwdin spin population.
CARTESIAN COORDINATES (ANGSTROEM)
C: 0.1971 -1.2002 -0.0521  0.1376
C: 0.2475 1.1247 0.0446  0.1185
C: 0.8221 0.0388 -0.7701  0.2294
C: 0.8254 -0.0576 0.8670  0.2251
S: 2.4407 0.0279 -0.0226  1.2512
H: -0.8776 -1.1196 0.0931  0.0108
H: 0.7478 -2.0684 -0.2740  0.0066
H: 0.8094 2.0311 -0.0434  0.0085
H: -0.7449 1.3800 -0.2049  0.0123

***

Entry 7:
Density functional theory data (ωB97M-V/def2-TZVPD) for the molecule C4H4S2 at a distorted geometry.

The value obtained for the LUMO energy is -0.7815 eV. The frontier orbital gap is 7.961 eV. Its net charge is 0. Its SMILES is CC#CC(=S)S. Its multiplicity is 1.

Last column: Löwdin charge in e.
CARTESIAN COORDINATES (ANGSTROEM)
C: 0.3947 1.5261 1.6401  -0.0833
C: 0.1145 0.5886 0.5893  -0.0670
C: 0.0009 -0.2828 -0.2027  -0.1784
C: -0.3136 -1.3492 -1.0960  -1.2058
H: 1.0876 1.0517 2.3457  0.0944
H: 0.8586 2.4189 1.2025  0.0872
H: -0.4898 1.8683 2.1657  0.0826
H: -0.5614 -2.0971 -3.2404  -0.1074
S: -0.1308 -0.8992 -2.7598  0.7693
S: -0.9607 -2.8254 -0.6444  0.6085

***

Entry 8:
Density functional theory data (ωB97M-V/def2-TZVPD) for the molecule C4H4S3 at a distorted geometry.

The value obtained for the LUMO energy is -1.4490 eV. The frontier orbital gap is 7.212 eV. Its net charge is 0. Its SMILES is C=C(C=S)SC=S. Its multiplicity is 1.

Last column: Löwdin charge in e.
CARTESIAN COORDINATES (ANGSTROEM)
C: -1.4968 2.1772 0.2978  -0.0520
C: -1.1716 0.9177 0.1116  -0.7532
C: 1.5838 -0.0426 0.4145  -1.0913
C: -2.2902 -0.0962 0.0286  -0.6252
H: -2.5575 2.7721 0.6339  0.1541
H: -0.6133 2.8946 0.6060  0.0992
H: 1.3752 -0.2827 1.5615  0.0602
H: -3.0808 0.5241 0.4895  0.0605
S: 0.4002 0.6931 -0.6299  0.8835
S: 3.1179 -0.4459 0.1056  0.5852
S: -1.9478 -1.7250 -0.0011  0.6790

***

Entry 9:
Density functional theory data (ωB97M-V/def2-TZVPD) for a cluster of 2 separate species, C4H4SSe in total at a distorted geometry.

The value obtained for the LUMO energy (alpha / beta) is -1.8349 / 0.3748 eV. The frontier orbital gap (alpha / beta) is 6.726 / 8.975 eV. Its net charge is 0. Its multiplicity is 1.

Last column: Löwdin charge in e.
CARTESIAN COORDINATES (ANGSTROEM)
C: 0.4841 1.1485 -0.6246  -0.2296
C: 1.7518 0.7171 -0.3350  -0.3893
C: 0.0595 -1.0055 0.0373  -0.4917
C: -0.4985 0.1699 -0.3646  -0.8715
S: 1.7901 -0.9706 0.1613  0.9771
Se: -2.3011 0.3235 -0.0214  0.7210
H: 0.2534 2.1476 -1.1326  0.1360
H: 2.6567 1.2967 -0.3176  0.0603
H: -0.5782 -1.8242 0.2842  0.0444
H: -3.6178 -2.0030 2.3131  0.0435

***

Entry 10:
Density functional theory data (ωB97M-V/def2-TZVPD) for a cluster of 28 separate species, C4H54BO35 in total at a distorted geometry.

The value obtained for the LUMO energy is 1.5043 eV. The frontier orbital gap is 8.944 eV. Its net charge is -1. Its multiplicity is 1.

Last column: Löwdin charge in e.
CARTESIAN COORDINATES (ANGSTROEM)
O: -1.5959 -2.8977 0.2077  0.1278
C: -0.7752 -1.9739 0.1899  -0.4239
O: -0.6766 -1.0974 -0.6925  0.2654
B: 0.3479 -0.0838 -0.2842  -0.6996
O: 0.8061 -0.6131 1.0602  0.2425
C: 0.0602 -1.6240 1.3068  -0.3926
O: 0.0145 -2.1118 2.4310  0.1312
O: -0.0970 1.3151 -0.2577  0.3112
C: 0.6645 1.9681 -0.9441  -0.4550
O: 0.5352 3.1882 -1.1438  0.1203
C: 1.7003 1.2168 -1.5587  -0.4156
O: 1.4904 0.0021 -1.2697  0.2375
O: 2.3010 1.4883 -2.5828  0.1328
O: -1.0734 1.4840 2.6458  -0.0121
H: -0.2083 1.5206 2.2631  -0.0025
H: -0.8761 1.3062 3.5437  0.0174
O: -3.9278 -1.3934 -0.4710  -0.0589
H: -3.8459 -0.6262 -1.0459  0.0037
H: -3.3037 -1.2974 0.2646  -0.0124
O: 2.2950 0.8064 -5.3970  -0.0844
H: 2.1844 0.2933 -6.2305  0.0586
H: 2.1700 0.1751 -4.6689  -0.0390
O: -3.1576 1.0923 -1.6240  -0.0188
H: -3.5456 1.7855 -2.1549  0.0702
H: -2.3262 0.8609 -2.0388  0.0186
O: 2.3386 5.5021 -2.6290  -0.0823
H: 1.9652 6.3722 -2.5219  0.0351
H: 1.6144 5.0005 -3.0871  0.0151
O: -1.8837 -2.3764 -2.8711  -0.0336
H: -1.6817 -1.9982 -2.0398  -0.0347
H: -1.6506 -3.2720 -2.6748  -0.0427
O: 1.2804 2.6756 1.9991  -0.0254
H: 1.2940 3.5844 1.6663  0.0805
H: 1.1360 2.6836 2.9322  0.0583
O: 4.9077 0.6421 -3.4653  -0.0933
H: 4.0397 1.0856 -3.4770  -0.0112
H: 4.7016 -0.2623 -3.1065  0.0557
O: -1.2073 -4.7863 -1.9940  -0.0517
H: -0.2836 -4.5846 -1.7630  0.0696
H: -1.7048 -4.9161 -1.1700  0.0367
O: -4.2806 -3.5867 1.8517  -0.0207
H: -4.5970 -4.1856 1.1911  0.0079
H: -3.3532 -3.6087 1.9864  -0.0362
O: 0.1414 -4.9270 1.4283  -0.0698
H: -0.3832 -5.5374 0.8424  0.0826
H: 0.8866 -5.3289 1.9235  0.0759
O: -2.6572 -1.9611 4.4023  -0.0657
H: -2.2808 -2.6188 3.8168  -0.0147
H: -1.9491 -1.3620 4.6923  -0.0118
O: -0.6600 0.5906 -3.2974  0.0239
H: -0.6870 1.5138 -3.5628  0.0748
H: -0.5180 0.0880 -4.0744  0.0345
O: 3.2986 4.0005 -0.4465  -0.0309
H: 4.1030 3.5883 -0.7487  0.0355
H: 2.8918 4.2839 -1.2346  -0.0421
O: 2.3896 -3.4286 2.8477  -0.0693
H: 1.4524 -3.1551 2.7304  0.0027
H: 2.9311 -2.7429 2.5061  -0.0541
O: -2.9600 -0.5889 1.9752  -0.0394
H: -3.0254 -1.1506 2.7666  0.0172
H: -2.1451 -0.0667 2.1321  0.0201
O: 3.8359 -1.3646 1.8805  -0.0382
H: 3.5945 -0.4393 1.7977  -0.0194
H: 4.5818 -1.4542 2.4551  0.0471
O: -4.1781 -4.3170 -0.9723  -0.0502
H: -3.8163 -3.5468 -0.5363  -0.0224
H: -4.0472 -4.0598 -1.8710  0.0231
O: -2.7563 2.5902 0.7065  -0.0263
H: -2.6548 1.8525 0.1261  -0.0208
H: -2.1980 2.3710 1.4263  -0.0404
O: 1.2974 3.6723 -4.3682  -0.0224
H: 1.9140 3.0309 -4.0828  -0.0075
H: 1.5335 3.9672 -5.2425  0.0560
O: -0.7760 -0.1828 4.9518  -0.0256
H: -0.7996 0.3442 5.7397  0.0665
H: 0.1428 -0.2916 4.6754  0.0312
O: 1.7737 0.1627 3.7291  -0.0451
H: 2.5866 0.6656 3.9308  0.0732
H: 1.6791 0.2256 2.7462  0.0242
O: -0.2979 5.5779 -1.6240  -0.0784
H: 0.1402 4.7245 -1.4406  -0.0273
H: -1.2276 5.3831 -1.7722  0.0360
O: 3.4380 1.2545 1.3531  -0.0321
H: 4.1859 1.8312 1.5887  0.0887
H: 2.6233 1.6712 1.6055  -0.0257
O: -0.6250 4.7835 1.4919  -0.0170
H: -0.8104 4.0275 1.0005  -0.0381
H: -1.0941 4.5120 2.2844  0.0454
O: 1.8381 -1.2566 -3.7891  -0.0137
H: 1.7424 -0.8817 -2.9153  0.0199
H: 1.0097 -1.2157 -4.2545  0.0381
O: -1.8709 -4.3096 3.0409  -0.0300
H: -1.1820 -4.1319 2.4116  -0.0166
H: -2.2070 -5.1469 2.8522  0.0295

***

Energy above the lowest of the compared OMol25 structures with the same formula, charge and spin readings, ordered: 26.6 80.7 61.2 107.1 109.5 49.7 39.4 73.5 71.7 0.0 kcal per mole